# 1
Below is the molecule C15H25NO, with properties calculated with ωB97M-V with the def2-TZVPD basis set.

Each line ends with the Löwdin charge.
Atoms and positions in Å:
C -1.371 -1.255 -1.869  -0.0721
H -1.444 -2.219 -1.374  0.0788
H -0.410 -0.816 -1.613  0.0584
H -1.401 -1.404 -2.946  0.0710
C -2.534 -0.367 -1.434  -0.2571
N -2.645 -0.314 0.011  -0.1939
C -1.645 0.499 0.671  -0.1666
H -0.840 0.709 -0.034  0.1074
C -1.059 -0.231 1.893  -0.1688
O -0.377 -1.416 1.560  -0.0357
C 0.806 -1.353 0.889  -0.2743
C 1.554 -0.202 0.681  0.0142
C 2.755 -0.248 -0.018  -0.2142
C 3.210 -1.465 -0.502  -0.0473
C 2.478 -2.621 -0.283  -0.0761
C 1.285 -2.572 0.404  -0.0174
H 0.699 -3.460 0.581  0.1174
H 2.841 -3.566 -0.658  0.1035
H 4.140 -1.511 -1.050  0.1064
C 3.552 1.014 -0.250  -0.3875
C 2.742 2.034 -1.054  -0.0645
H 1.871 2.367 -0.495  0.0715
H 2.403 1.594 -1.990  0.0814
H 3.353 2.904 -1.282  0.0760
C 4.021 1.616 1.076  -0.0646
H 3.174 1.928 1.682  0.0738
H 4.595 0.884 1.640  0.0823
H 4.650 2.485 0.894  0.0761
H 4.440 0.750 -0.836  0.1301
H 1.213 0.747 1.065  0.1059
H -1.871 -0.564 2.544  0.1233
H -0.415 0.452 2.464  0.1217
H -2.048 1.463 1.019  0.1206
C -3.990 -0.134 0.511  -0.2479
C -4.696 1.161 0.085  -0.0833
H -4.129 2.035 0.397  0.0613
H -5.680 1.210 0.544  0.0691
H -4.817 1.196 -0.995  0.0638
H -4.583 -0.990 0.174  0.1150
H -3.945 -0.174 1.603  0.1086
H -3.461 -0.801 -1.816  0.1149
H -2.421 0.635 -1.884  0.1186

Output
F_max   0.0113 Eh/bohr
Energy relative to the best compared isomer or geometry (same formula, charge and spin)   0.010 eV
HOMO-LUMO gap   9.1 eV


# 2
Below is the molecule C16H13FN2O2S, with properties calculated with ωB97M-V with the def2-TZVPD basis set.

Each line ends with the Löwdin charge.
Atoms and positions in Å:
C -4.919 -2.879 -0.432  -0.1018
C -4.386 -1.522 -0.125  -0.5744
C -5.152 -0.432 0.401  -0.1995
C -4.540 0.619 0.641  -0.1648
C -3.239 0.394 0.149  -0.5849
C -2.396 1.548 0.500  -0.0077
C -1.115 1.549 0.294  -0.1360
N -0.229 2.805 0.197  0.1356
C 1.020 2.577 -0.198  -0.7219
O 2.044 3.268 -0.090  0.0676
N 1.021 1.445 -0.557  0.0713
C -0.263 0.746 -0.567  -0.0821
O -0.395 -0.666 -0.921  -0.1703
C 2.277 0.684 -1.056  0.0033
C 2.913 -0.334 -0.224  -0.0971
C 2.518 -0.393 1.375  0.1303
C 3.278 -1.383 2.168  -0.1629
C 4.208 -2.107 1.734  -0.0508
C 4.705 -1.921 0.251  0.1181
C 3.906 -1.117 -0.415  -0.1834
F 4.236 -1.142 -1.930  -0.0976
H 5.260 -2.568 0.078  -0.0095
H 4.747 -2.609 2.385  0.0583
H 2.900 -1.189 3.332  0.1647
H 1.808 0.455 1.384  0.0970
H 2.054 0.039 -1.987  0.1771
H 2.966 1.200 -1.395  0.0471
H -0.476 3.828 0.664  0.2367
H -2.844 2.500 0.992  0.1648
S -2.871 -1.043 -0.282  1.2544
H -5.016 1.650 1.046  0.1833
H -6.388 -0.668 0.525  0.1879
H -5.942 -3.042 -0.128  0.0630
H -4.992 -3.106 -1.624  0.1335
H -4.318 -3.692 -0.114  0.0510

Output
F_max   0.3641 Eh/bohr
Energy relative to the best compared isomer or geometry (same formula, charge and spin)   14.084 eV
HOMO-LUMO gap   7.0 eV